{
  "formula": "C8H22GaNO3PPt",
  "method": "wB97M-V/def2-TZVPD",
  "spin_multiplicity": 1,
  "charge": 1,
  "energy_ha": -2983.20615,
  "homo_ev": -11.40,
  "symbols": ["Pt", "Ga", "P", "O", "O", "O", "N", "C", "C", "C", "C", "C", "C", "C", "C", "H", "H", "H", "H", "H", "H", "H", "H", "H", "H", "H", "H", "H", "H", "H", "H", "H", "H", "H", "H", "H", "H"],
  "xyz": [[2.5454, 3.1722, -0.9230], [2.7907, 0.6789, 0.5683], [2.9374, -1.5181, 1.3760], [0.2292, 1.7202, 2.6105], [1.1408, 2.5249, 2.1028], [3.2846, -2.6327, 0.0559], [1.3144, -1.9953, 1.9639], [-1.7350, 0.4397, -1.9819], [-3.4388, -0.8136, -0.1963], [1.1556, 0.9928, -0.6858], [2.4841, 1.9176, 2.2411], [-0.5668, -0.7096, -2.0255], [0.9647, -0.1528, -1.8431], [-2.2831, -0.4096, 0.8938], [-3.2047, -0.2325, -1.7108], [-4.0110, 0.6114, -1.9218], [-1.5699, 1.2926, -1.1979], [4.1564, 1.1544, -0.1525], [1.4541, 0.1906, -2.8761], [3.2547, 2.8061, 2.2813], [-1.7831, 0.9814, -3.0446], [1.2265, -1.7309, 2.9910], [-1.3833, -1.1718, 0.7863], [-4.4590, -0.3409, 0.1891], [1.6246, -1.0853, -1.4993], [-3.5999, -1.9796, -0.1946], [2.4680, 1.2588, 3.2235], [-1.9577, 0.7145, 0.8845], [-0.8294, -1.6040, -1.2797], [-0.6230, -1.2005, -3.1114], [1.2027, -3.0344, 1.9295], [-3.4362, -1.0956, -2.5020], [1.3444, 2.0426, -1.2217], [-2.7366, -0.6174, 1.9761], [-0.6546, 2.0199, 2.2387], [0.2100, 1.0592, 0.0396], [2.4838, -3.2529, 0.0159]],
  "forces_ev_per_angstrom": [[0.10, -0.96, 0.60], [0.13, 3.96, -0.86], [-1.55, -3.49, -1.21], [-4.02, -2.83, 1.38], [4.40, 2.60, -1.82], [-2.89, 1.44, 3.01], [2.73, -0.46, 0.62], [-0.57, -0.18, -0.76], [-0.67, 0.68, 0.41], [-1.56, -2.43, 0.44], [-0.45, -0.47, 1.56], [-0.36, -0.18, -0.86], [0.53, -0.59, 0.03], [-0.61, -1.24, 0.89], [-0.40, 0.21, -0.58], [1.70, -1.77, 0.48], [-0.11, -1.74, -1.40], [-0.13, -0.56, 0.09], [-1.27, -0.60, 2.32], [-1.65, -1.83, 0.04], [0.19, -1.19, 2.31], [-0.03, -0.09, -1.64], [-1.56, 1.99, 0.22], [2.15, -1.11, -0.78], [-1.35, 1.90, -0.89], [0.50, 2.35, 0.00], [0.21, 1.76, -1.63], [-0.57, -2.23, -0.25], [0.74, 2.17, -1.42], [0.14, 1.01, 2.36], [-0.09, 1.01, -0.06], [0.70, 1.91, 1.68], [-0.65, -0.18, -0.30], [0.98, 0.49, -2.29], [1.63, -0.22, 0.46], [2.10, 0.02, -1.80], [1.55, 0.88, -0.34]],
  "mulliken_charge": [0.562, 0.384, 0.572, -0.339, -0.152, -0.452, -0.573, -0.437, -0.486, 0.144, -0.439, -0.626, -0.443, -0.311, -0.606, 0.317, 0.204, -0.232, 0.336, 0.269, 0.370, 0.320, 0.012, 0.299, 0.100, 0.279, 0.305, -0.113, 0.202, 0.361, 0.310, 0.234, -0.172, 0.374, 0.317, -0.219, 0.329]
}